[1]
{
  "formula": "C5H12N2",
  "method": "ωB97M-V/def2-TZVPD",
  "orbital_gap_ev": 9.0,
  "charge": 0,
  "smiles": "C=CN(C)C.C=N",
  "multiplicity": 1,
  "e_homo_ha": -0.293,
  "elements": ["N", "N", "C", "C", "C", "C", "C", "H", "H", "H", "H", "H", "H", "H", "H", "H", "H", "H", "H"],
  "positions_angstrom": [[-2.273, -0.734, 1.502], [0.514, 0.017, 0.074], [0.692, -0.391, -1.230], [-2.232, -0.158, 0.391], [0.835, 0.371, -2.310], [0.899, -0.888, 1.129], [0.698, 1.410, 0.399], [-2.230, -0.636, -0.593], [0.648, -1.468, -1.343], [0.898, 1.443, -2.277], [0.264, -0.711, 2.000], [0.761, -1.917, 0.803], [0.885, -0.079, -3.284], [1.949, -0.754, 1.423], [0.127, 2.025, -0.293], [1.752, 1.713, 0.352], [0.327, 1.584, 1.408], [-2.292, -1.753, 1.461], [-2.222, 0.924, 0.387]],
  "forces_ev_per_a": [[-0.13, -0.30, 0.98], [0.23, 0.06, -0.03], [-0.09, -0.13, 0.19], [-0.10, 0.02, -0.57], [0.04, 0.17, -0.19], [0.01, -0.02, 0.12], [-0.05, -0.06, -0.09], [0.01, -0.11, 0.07], [0.02, -0.08, 0.00], [0.02, 0.24, 0.09], [0.04, -0.05, 0.00], [-0.01, -0.03, 0.00], [0.01, -0.17, -0.14], [0.00, -0.04, -0.01], [-0.02, 0.09, 0.00], [0.00, 0.02, -0.03], [-0.01, 0.03, 0.01], [-0.01, 0.08, -0.32], [0.03, 0.28, -0.09]]
}



[2]
{
  "formula": "C5H12N2",
  "method": "ωB97M-V/def2-TZVPD",
  "orbital_gap_ev": 8.4,
  "charge": 0,
  "multiplicity": 1,
  "e_homo_ha": -0.277,
  "elements": ["N", "N", "C", "C", "C", "C", "C", "H", "H", "H", "H", "H", "H", "H", "H", "H", "H", "H", "H"],
  "positions_angstrom": [[-0.120, -0.638, 0.727], [0.387, 1.897, -0.924], [-0.447, -0.422, -0.574], [-1.002, 1.047, -0.595], [0.865, -1.206, -1.104], [-0.922, -0.206, 1.943], [1.293, -0.847, 0.351], [0.197, -2.435, -1.303], [-1.594, 1.338, 0.462], [1.304, -0.784, -2.100], [-1.535, 1.506, -1.475], [-1.372, -0.938, -1.034], [1.738, -1.671, 1.016], [0.958, 2.265, -0.062], [2.010, 0.103, 0.495], [1.126, 1.498, -1.686], [-0.404, 0.896, 2.488], [-1.952, 0.177, 1.550], [-1.070, -0.970, 2.899]],
  "forces_ev_per_a": [[0.59, -1.46, 4.11], [1.64, 0.68, 1.19], [-6.11, 0.63, -3.61], [3.50, 2.73, -1.58], [-3.48, -0.16, -1.13], [1.23, 2.04, 1.27], [2.22, -0.74, 2.95], [3.00, 3.78, 0.79], [2.23, -0.40, -3.39], [-0.32, -1.06, 2.21], [-0.22, -1.42, 0.96], [0.82, -0.26, 0.95], [-0.19, 0.95, -1.23], [-1.55, -1.27, -2.21], [-1.57, -1.83, -0.66], [-2.83, 0.71, 2.76], [-1.41, -3.21, -1.52], [1.84, -1.35, 1.09], [0.61, 1.63, -2.94]]
}



[3]
{
  "formula": "C5H12N2",
  "method": "ωB97M-V/def2-TZVPD",
  "orbital_gap_ev": 9.1,
  "charge": 0,
  "smiles": "C/C=C/N.C=CN",
  "multiplicity": 1,
  "e_homo_ha": -0.298,
  "elements": ["N", "N", "C", "C", "C", "C", "C", "H", "H", "H", "H", "H", "H", "H", "H", "H", "H", "H", "H"],
  "positions_angstrom": [[1.869, -2.150, 1.626], [-2.001, 1.144, -0.113], [-0.821, 1.895, -0.059], [-0.048, -1.014, -1.475], [1.036, -1.386, -0.518], [0.852, -1.745, 0.757], [-0.751, 3.212, -0.250], [-2.836, 1.718, -0.163], [0.081, -1.540, -2.424], [0.198, 3.727, -0.242], [-2.141, 0.555, 0.694], [-0.025, 0.049, -1.716], [0.070, 1.315, 0.147], [2.800, -1.968, 1.274], [-1.621, 3.807, -0.498], [-0.168, -1.830, 1.119], [2.064, -1.415, -0.872], [-1.048, -1.226, -1.105], [1.820, -1.737, 2.548]],
  "forces_ev_per_a": [[0.27, 0.00, 0.46], [-0.56, 0.10, 0.17], [-0.22, 0.55, 0.31], [0.15, -0.15, -0.42], [0.09, -0.28, 0.63], [-0.16, 0.25, -0.89], [0.20, -0.15, -0.27], [0.19, 0.16, -0.23], [-0.06, -0.06, 0.03], [0.05, -0.08, -0.02], [0.34, -0.34, 0.01], [0.04, 0.04, -0.04], [0.01, -0.05, 0.08], [-0.10, -0.05, -0.21], [-0.09, -0.04, 0.12], [0.10, 0.06, 0.33], [-0.01, 0.25, -0.19], [0.03, -0.06, 0.13], [-0.26, -0.12, 0.01]]
}



[4]
{
  "formula": "C5H12N2",
  "method": "ωB97M-V/def2-TZVPD",
  "s_squared": 0.763,
  "orbital_gap_ev": [10.3, 7.0],
  "charge": 1,
  "multiplicity": 2,
  "e_homo_ha": [-0.495, -0.500],
  "elements": ["N", "N", "C", "C", "C", "C", "C", "H", "H", "H", "H", "H", "H", "H", "H", "H", "H", "H", "H"],
  "positions_angstrom": [[-0.444, -0.060, 2.400], [-0.397, -0.534, -2.142], [-1.813, -0.719, -2.439], [1.225, 0.459, -0.487], [1.202, 0.987, 0.929], [0.952, -0.125, 2.014], [0.065, -0.112, -0.995], [1.700, 0.000, 2.812], [0.257, 1.527, 0.974], [-0.684, -0.092, -0.155], [-0.489, 0.777, 2.981], [-2.400, 0.206, -2.269], [1.987, 1.732, 1.084], [-0.597, -0.836, 3.046], [-2.240, -1.399, -1.720], [2.081, 0.671, -1.134], [-1.884, -0.959, -3.498], [0.189, -0.456, -2.969], [1.289, -1.066, 1.566]],
  "forces_ev_per_a": [[0.55, -0.52, 0.60], [1.00, 0.91, -0.71], [-0.50, 0.91, 0.27], [1.21, 0.57, -0.50], [-0.59, -0.15, -0.82], [1.87, 0.31, -0.88], [-2.19, 0.18, 2.62], [-0.38, 0.31, 0.09], [-0.06, 0.48, 0.00], [0.17, -0.48, -1.05], [-0.51, -0.08, -0.03], [0.66, -0.12, -0.20], [0.14, -0.58, 0.19], [-0.35, 0.15, -0.14], [-0.08, -0.78, -0.27], [-0.09, -0.24, 0.19], [-0.28, -0.50, 0.33], [0.18, -0.16, 0.19], [-0.76, -0.23, 0.11]]
}



[5]
{
  "formula": "C5H12N2O",
  "method": "ωB97M-V/def2-TZVPD",
  "orbital_gap_ev": 9.4,
  "charge": 0,
  "smiles": "C=NC(=C)CCN.O",
  "multiplicity": 1,
  "e_homo_ha": -0.333,
  "elements": ["O", "N", "N", "C", "C", "C", "C", "C", "H", "H", "H", "H", "H", "H", "H", "H", "H", "H", "H", "H"],
  "positions_angstrom": [[-2.035, -2.920, -1.154], [0.221, -1.414, -0.958], [0.249, 0.399, 1.380], [0.369, 0.590, 2.628], [1.613, 2.218, 0.553], [0.598, 1.356, 0.395], [-0.645, -0.267, -1.234], [0.052, 1.080, -0.976], [-1.439, -3.302, -0.514], [2.090, 2.855, -0.167], [-1.033, -0.271, -2.276], [0.968, -1.305, -1.631], [0.469, -1.492, 0.013], [0.619, 1.487, 3.194], [-1.417, -2.453, -1.730], [0.938, 1.052, -1.676], [-0.588, 1.910, -1.240], [-1.582, -0.295, -0.633], [1.984, 2.207, 1.579], [0.154, -0.324, 3.187]],
  "forces_ev_per_a": [[-0.73, -0.22, -0.47], [-0.83, 0.40, -1.58], [0.27, 0.66, 0.29], [-0.63, -1.23, -0.23], [-0.64, -0.79, 1.76], [1.12, -0.20, -0.64], [-1.15, 0.84, 1.15], [0.66, -0.42, -1.26], [0.21, -0.13, 0.27], [-0.21, 0.01, -0.34], [0.58, -0.17, 0.41], [0.68, -0.47, 0.68], [0.44, 0.36, -0.03], [0.06, 0.28, -0.37], [0.01, -0.12, 0.26], [-0.81, 0.52, 0.53], [-0.26, 0.18, -0.41], [0.70, -0.35, -0.13], [0.44, 0.45, -0.33], [0.10, 0.41, 0.43]]
}



[6]
{
  "formula": "C5H12N2O",
  "method": "ωB97M-V/def2-TZVPD",
  "orbital_gap_ev": 9.8,
  "charge": 0,
  "smiles": "CC[C@@H](C=O)NCN",
  "multiplicity": 1,
  "e_homo_ha": -0.325,
  "elements": ["O", "N", "N", "C", "C", "C", "C", "C", "H", "H", "H", "H", "H", "H", "H", "H", "H", "H", "H", "H"],
  "positions_angstrom": [[0.852, -2.023, 1.906], [-2.895, 0.170, 0.943], [-0.662, -0.059, 0.742], [0.556, -0.482, 0.051], [-1.894, -0.328, 0.038], [1.496, 0.734, -0.133], [1.586, 1.074, -1.560], [1.231, -1.556, 0.869], [-2.527, 0.335, 1.906], [-2.344, -1.396, -0.109], [0.693, 1.675, -1.843], [-0.759, -0.540, 1.645], [0.176, -0.984, -0.942], [-1.915, 0.135, -1.088], [2.351, 1.744, -1.808], [1.297, 1.629, 0.489], [1.651, 0.378, -2.319], [-3.377, 0.982, 0.557], [2.402, 0.436, 0.401], [2.083, -1.924, 0.255]],
  "forces_ev_per_a": [[0.24, 0.23, -0.04], [-1.61, 1.23, 0.57], [-0.02, -0.87, -0.64], [-2.34, 0.26, 0.51], [-1.52, -0.51, -1.52], [0.59, -1.32, 1.26], [-1.29, 2.80, -0.40], [0.09, -0.40, -1.57], [-0.50, 0.19, -1.54], [2.09, 0.86, -0.11], [0.13, -0.42, 0.26], [0.48, 0.09, -0.38], [1.36, 0.91, 1.50], [0.11, -0.60, 2.84], [1.54, 1.19, 0.01], [-1.03, -0.62, -0.44], [0.12, -2.38, -0.96], [0.27, -0.15, 0.71], [0.85, -0.12, -0.87], [0.42, -0.38, 0.82]]
}



[7]
{
  "formula": "C5H12N2O",
  "method": "ωB97M-V/def2-TZVPD",
  "orbital_gap_ev": 3.6,
  "charge": 0,
  "multiplicity": 1,
  "e_homo_ha": -0.274,
  "elements": ["O", "N", "N", "C", "C", "C", "C", "C", "H", "H", "H", "H", "H", "H", "H", "H", "H", "H", "H", "H"],
  "positions_angstrom": [[-2.540, -0.736, 0.073], [1.594, -0.963, 0.442], [-1.394, 1.296, 0.375], [2.764, -0.377, 0.194], [3.157, 0.640, -0.679], [-0.266, 0.493, 0.873], [-2.334, 0.450, -0.476], [0.388, -0.419, -0.161], [-3.705, -2.598, -1.188], [0.586, 0.194, -1.148], [-1.023, 2.116, -0.171], [-3.203, 1.084, -0.559], [-0.723, -0.119, 1.637], [2.481, 1.106, -1.337], [-3.908, -3.286, -1.514], [-1.873, 0.384, -1.497], [-0.312, -1.258, -0.416], [0.533, 1.124, 1.285], [4.240, 0.902, -0.622], [3.576, -0.814, 0.721]],
  "forces_ev_per_a": [[0.03, 0.93, -0.95], [-2.13, 0.95, -1.22], [2.19, -0.01, -1.93], [0.48, 0.93, -0.95], [0.76, -1.42, 1.77], [-1.69, 1.88, 1.52], [0.38, -1.12, 2.45], [2.05, -1.72, -2.80], [-0.31, -1.17, -0.51], [-0.37, -0.86, 1.78], [-0.62, -0.93, 0.62], [-0.89, 0.49, -0.41], [0.35, -0.45, 0.19], [-0.47, 0.69, -0.77], [0.33, 1.18, 0.53], [0.32, 0.05, -0.11], [0.66, 0.89, 0.46], [-0.47, 0.09, 0.01], [-1.20, -0.01, -0.37], [0.60, -0.38, 0.69]]
}



[8]
{
  "formula": "C5H12N2O",
  "method": "ωB97M-V/def2-TZVPD",
  "orbital_gap_ev": 9.3,
  "charge": 0,
  "smiles": "C=CC(N)=O.CNC",
  "multiplicity": 1,
  "e_homo_ha": -0.306,
  "elements": ["O", "N", "N", "C", "C", "C", "C", "C", "H", "H", "H", "H", "H", "H", "H", "H", "H", "H", "H", "H"],
  "positions_angstrom": [[-1.510, 1.008, 0.462], [0.079, -0.937, -0.518], [-0.357, -0.022, 2.114], [0.992, 2.539, -0.231], [-0.477, 0.508, 0.846], [-0.402, -0.523, -1.832], [1.109, 1.454, 0.530], [-0.423, -2.220, -0.037], [0.971, -0.435, -0.247], [0.567, -0.103, 2.507], [-1.321, -1.012, -2.148], [-0.649, 0.540, -1.864], [1.977, 1.363, 1.185], [0.390, -0.697, -2.560], [-0.298, -2.978, -0.810], [1.808, 3.227, -0.428], [0.061, 2.743, -0.751], [-1.491, -2.130, 0.184], [0.103, -2.510, 0.870], [-1.130, 0.184, 2.728]],
  "forces_ev_per_a": [[0.04, -0.39, -0.54], [0.08, 1.16, 0.44], [0.15, -0.89, -0.21], [-0.03, -0.63, -0.19], [2.12, 3.50, 0.61], [0.51, 0.43, -0.05], [-2.47, -0.27, 0.38], [0.70, 0.39, -0.18], [-1.17, -2.04, -0.70], [-0.24, 0.14, 0.08], [0.12, -0.41, 0.31], [0.16, 0.06, 0.32], [0.00, -0.49, -0.19], [-0.16, -0.12, -0.35], [0.06, -0.24, 0.07], [0.02, 0.03, 0.26], [-0.06, -0.08, 0.00], [0.10, 0.10, 0.03], [-0.05, -0.08, -0.04], [0.13, -0.16, -0.06]]
}



In eV, the ΔE to the lowest compared entry with this formula, charge and spin values for the records above are, in order, 2.100 7.834 1.617 1.338 3.069 3.481 8.958 4.025.